C36H43AsN4O2PRu as an isolated structure at a distorted geometry. Source: the OMol25 dataset; level of theory: ωB97M-V with the def2-TZVPD basis set.

Calculated values
Charge: +2
Relative energy (zero: lowest compared OMol25 entry of this formula, charge and spin) (kJ/mol): 110.9
Maximum force (eV/Å): 2.710
Molar mass (g/mol): 770.73
2S+1: 2
HOMO (spin up / spin down) (eV): -13.84 / -13.79
Calculated total energy (eV): -120777.571
Kohn-Sham gap (spin up / spin down) (eV): 7.16 / 7.01

Atoms and positions in Å:
Ru  0.414  0.804  0.024
C  -1.458  1.105  3.075
C  -0.761  1.975  2.045
C  0.653  2.072  2.100
C  1.395  1.423  3.249
C  1.342  2.999  1.271
C  2.752  3.355  1.656
C  0.636  3.675  0.278
C  1.338  4.519  -0.751
C  -0.775  3.636  0.276
C  -1.463  4.540  -0.710
C  -1.477  2.839  1.199
C  -2.970  2.974  1.385
H  -1.327  0.043  2.853
H  -2.522  1.310  3.130
H  -1.050  1.286  4.069
H  1.440  2.121  4.092
H  2.420  1.176  2.984
H  0.905  0.524  3.594
H  3.410  2.488  1.709
H  2.726  3.802  2.654
H  3.200  4.078  0.985
H  1.207  5.586  -0.546
H  0.926  4.323  -1.740
H  2.399  4.312  -0.795
H  -1.126  4.319  -1.725
H  -1.201  5.582  -0.509
H  -2.543  4.470  -0.696
H  -3.170  3.455  2.346
H  -3.471  2.017  1.399
H  -3.442  3.584  0.625
O  2.841  2.007  -0.823
N  2.640  0.702  -0.376
C  3.604  -0.086  -0.615
C  3.616  -1.503  -0.281
C  4.856  -2.133  -0.199
C  4.935  -3.489  0.063
C  3.766  -4.227  0.203
C  2.534  -3.600  0.116
C  2.452  -2.229  -0.112
P  0.766  -1.561  -0.249
C  0.126  -2.131  1.355
C  -0.995  -2.928  1.576
C  -1.353  -3.285  2.871
C  -0.605  -2.847  3.953
C  0.514  -2.053  3.742
C  0.874  -1.694  2.450
C  0.180  -2.464  -1.672
C  -1.102  -2.991  -1.800
C  -1.447  -3.703  -2.938
C  -0.537  -3.850  -3.973
C  0.733  -3.298  -3.868
C  1.093  -2.607  -2.728
H  3.680  2.046  -1.311
H  4.496  0.315  -1.094
H  5.762  -1.552  -0.340
H  5.900  -3.971  0.144
H  3.814  -5.297  0.363
H  1.627  -4.187  0.213
H  -1.583  -3.304  0.755
H  -2.217  -3.918  3.030
H  -0.884  -3.135  4.960
H  1.111  -1.721  4.583
H  1.767  -1.101  2.288
H  -1.825  -2.852  -1.018
H  -2.431  -4.148  -3.015
H  -0.817  -4.380  -4.874
H  1.440  -3.403  -4.681
H  2.090  -2.192  -2.651
N  0.154  1.484  -1.853
C  0.156  0.925  -2.920
N  0.236  0.524  -4.074
C  -0.406  -0.293  -4.897
N  -0.961  -0.977  -5.643
C  -3.113  1.690  -1.665
As  -2.964  -0.012  -0.822
C  -3.592  -1.238  -2.140
C  -4.168  -0.216  0.648
O  -1.380  -0.332  -0.300
H  -4.085  2.129  -1.445
H  -3.019  1.541  -2.738
H  -2.313  2.328  -1.316
H  -4.573  -0.880  -2.455
H  -3.694  -2.235  -1.722
H  -2.913  -1.252  -2.989
H  -5.000  0.479  0.549
H  -3.641  -0.054  1.583
H  -4.553  -1.234  0.627